The following is a DFT calculation (the ωB97M-V functional and the def2-TZVPD basis) of a molecular structure, C4H12MnN3.

Summary:
**Multiplicity**: 6
**Strongest force on any atom**: 0.0400 Eh/bohr
**HOMO-LUMO gap (spin up / spin down)**: 2.5458 / 7.1553 eV
**Calculated total energy**: -40128.151 eV
**Total charge**: -1
**LUMO energy (spin up / spin down)**: 3.4 / 3.6 eV
**HOMO energy (spin up / spin down)**: 0.033 / -0.132 Ha
**Energy relative to the best compared isomer or geometry (same formula, charge and spin)**: 0.000 eV

Element x y z (Å)
C (-1.41636, 1.86775, -0.78038)
Mn (-0.38789, 0.33876, -1.31959)
N (0.81183, -1.34938, -2.03474)
H (-0.41770, 0.86809, -2.77373)
H (1.81813, -1.14129, -2.06660)
H (-1.74179, -0.07158, -2.14986)
H (-1.88251, 2.36813, -1.63866)
H (-0.73858, 2.57434, -0.27379)
H (-2.19223, 1.59693, -0.05074)
H (0.74580, -2.19950, -1.46091)
H (0.57100, -1.64975, -2.98822)
N (1.04188, 0.11264, 2.64158)
C (0.39198, -1.13470, 2.61267)
C (-0.14661, -1.24392, 1.36443)
N (0.19063, -0.12177, 0.61206)
C (0.88769, 0.70832, 1.40555)
H (1.56338, 0.56034, 3.38381)
H (0.38137, -1.79494, 3.48119)
H (-0.75199, -1.99501, 0.89218)
H (1.27199, 1.70653, 1.14375)


The following is a DFT calculation (the ωB97M-V functional and the def2-TZVPD basis) of C11H11NO2S in the gas phase.

Summary:
**Multiplicity**: 1
**Strongest force on any atom**: 0.0668 Eh/bohr
**HOMO-LUMO gap (spin up / spin down)**: 6.2650 / 6.2897 eV
**Calculated total energy**: -28001.171 eV
**Total charge**: 0
**LUMO energy (spin up / spin down)**: 0.1 / 0.2 eV
**HOMO energy (spin up / spin down)**: -0.225 / -0.226 Ha
**Energy relative to the best compared isomer or geometry (same formula, charge and spin)**: 5.809 eV

Element x y z (Å)
C (0.76541, -2.41190, 1.87470)
C (0.15473, -2.47745, 3.11880)
C (0.60609, -1.38152, 0.97060)
C (-0.72069, -1.36255, 3.36214)
C (-0.37154, -0.35251, 1.12313)
C (-1.00271, -0.35291, 2.36635)
C (-2.71368, 1.19691, 1.91426)
C (-0.11908, 1.29485, -2.16225)
C (-0.51040, 0.70324, 0.24751)
C (2.26530, 0.53006, -2.90599)
C (0.77513, 0.85451, -3.28662)
N (-2.17083, 0.33143, 2.60026)
O (-0.64428, 2.53267, -2.28131)
O (-0.15699, 0.61303, -1.08240)
S (-1.59459, 2.05411, 0.66453)
H (1.33401, -3.29682, 1.53740)
H (0.05962, -3.35865, 3.78644)
H (1.23336, -1.29611, 0.01771)
H (-1.17065, -1.20356, 4.28082)
H (-3.74782, 1.57131, 1.94148)
H (2.89549, 0.67147, -3.79888)
H (2.64845, 1.10065, -2.04794)
H (2.42414, -0.53082, -2.83442)
H (0.25398, 0.07860, -3.92864)
H (0.77111, 1.70708, -4.00010)
H (-1.26355, 2.78488, -1.47760)


The following is a DFT calculation (the ωB97M-V functional and the def2-TZVPD basis) of a gas-phase ion, C10H20N5O3S2 (charge +1).

Summary:
**Multiplicity**: 1
**Strongest force on any atom**: 0.0913 Eh/bohr
**HOMO-LUMO gap**: 8.7855 eV
**Calculated total energy**: -45945.874 eV
**Total charge**: +1
**LUMO energy**: -3.2 eV
**HOMO energy**: -0.439 Ha

Element x y z (Å)
O (-1.59350, -1.65309, 2.30587)
O (5.18105, 0.46028, 5.56839)
N (2.33637, -0.78506, 2.03068)
N (3.77227, -0.73531, 2.33051)
O (6.28571, 0.88114, 3.45822)
S (2.57438, -0.50643, 4.50737)
C (-0.53172, -1.12901, 1.98334)
C (1.61112, -0.59975, 3.08641)
C (4.01814, -0.69481, 3.60472)
N (7.49859, 0.55739, 2.87257)
N (0.22322, -0.79899, 3.09561)
S (5.62023, -0.42625, 4.38672)
C (-2.36326, -2.33698, -1.83288)
C (0.48205, 0.02547, -2.10299)
C (-2.82262, 1.26042, 0.58956)
C (-0.38607, -0.19875, 0.72776)
C (-1.39213, -2.03919, -0.71707)
C (-0.94328, 0.34038, -1.53011)
C (-2.77193, -0.16781, 0.02062)
N (-1.35282, -0.52751, -0.43706)
H (8.25663, 0.97048, 3.34891)
H (7.45223, 0.75623, 1.85753)
H (-0.16524, -1.26919, 3.90332)
H (-1.94345, -2.16617, -2.75877)
H (-2.43027, -3.35438, -1.65373)
H (-3.34529, -1.87060, -1.69499)
H (1.22558, 0.23481, -1.31415)
H (0.67192, 0.65140, -2.99154)
H (0.52439, -1.05301, -2.52120)
H (-3.66644, 1.22891, 1.24247)
H (-1.90009, 1.72515, 1.00703)
H (-3.14095, 1.95141, -0.22639)
H (0.59302, -0.36513, 0.34788)
H (-0.45002, 0.83255, 1.08598)
H (-0.45382, -2.44468, -0.99054)
H (-1.59562, -2.60063, 0.20971)
H (-1.66773, 0.20188, -2.35233)
H (-1.02696, 1.35821, -1.26695)
H (-2.96587, -0.88194, 0.87933)
H (-3.54272, -0.12897, -0.76644)


The following is a DFT calculation (the ωB97M-V functional and the def2-TZVPD basis) of a molecular structure, C24H64BMnO12.

Summary:
**Multiplicity**: 6
**Strongest force on any atom**: 0.0461 Eh/bohr
**HOMO-LUMO gap (spin up / spin down)**: 7.8757 / 7.3166 eV
**Calculated total energy**: -82478.689 eV
**Total charge**: +1
**LUMO energy (spin up / spin down)**: -2.8 / -3.4 eV
**HOMO energy (spin up / spin down)**: -0.393 / -0.393 Ha
**Energy relative to the best compared isomer or geometry (same formula, charge and spin)**: 0.000 eV

Element x y z (Å)
Mn (-1.93342, -0.52090, -2.07640)
B (-0.47113, 0.39296, -0.70299)
H (0.17077, 0.84243, 0.14373)
H (0.14925, 0.30171, -1.67902)
H (-0.85154, -0.64179, -0.42051)
H (-1.38207, 1.08283, -0.81772)
C (-6.60435, -2.17986, 3.52947)
O (-5.91189, -1.01348, 3.94831)
C (-5.98430, -0.03655, 2.91228)
C (-5.00152, 1.10699, 3.20064)
O (-3.66475, 0.72417, 3.38313)
C (-3.05721, 0.23739, 2.21716)
H (-7.64101, -1.95700, 3.26484)
H (-6.63711, -2.90301, 4.34325)
H (-6.04253, -2.63176, 2.70587)
H (-7.02502, 0.27773, 2.81085)
H (-5.63415, -0.51369, 1.98538)
H (-5.38369, 1.73198, 4.00274)
H (-5.02614, 1.70464, 2.27682)
H (-3.34148, -0.80833, 2.04520)
H (-1.99230, 0.17015, 2.44733)
H (-3.20901, 0.85613, 1.32704)
C (1.86417, 2.22032, 2.37129)
O (2.32795, 2.31016, 3.70376)
C (2.08098, 3.56996, 4.28730)
C (2.57191, 3.50114, 5.73213)
O (3.93522, 3.80231, 5.82587)
C (4.40256, 3.83528, 7.16061)
H (2.13952, 1.24448, 1.97354)
H (2.24202, 3.01307, 1.72390)
H (0.76821, 2.21008, 2.42323)
H (1.00803, 3.77806, 4.30721)
H (2.64719, 4.36708, 3.79790)
H (2.40039, 2.48415, 6.10653)
H (1.96260, 4.18811, 6.33581)
H (4.20622, 4.83611, 7.55773)
H (5.44778, 3.55714, 7.23630)
H (3.80908, 3.14907, 7.77644)
C (3.43970, 0.88707, -2.16846)
O (3.83298, 2.18263, -2.57716)
C (4.87478, 2.11388, -3.52302)
C (5.46837, 3.48484, -3.85336)
O (5.81975, 4.16908, -2.68979)
C (6.38877, 5.43943, -2.96373)
H (2.53576, 1.06012, -1.58296)
H (4.23320, 0.40080, -1.59569)
H (3.14843, 0.24563, -3.01045)
H (4.51469, 1.64087, -4.44519)
H (5.70981, 1.51292, -3.13428)
H (4.69388, 4.05031, -4.39220)
H (6.30899, 3.28094, -4.52627)
H (6.67834, 5.81750, -1.98476)
H (5.61981, 6.10975, -3.35811)
H (7.25916, 5.39524, -3.61921)
C (-3.49176, -2.29034, -4.34898)
O (-2.64647, -1.15961, -4.12969)
C (-3.19805, -0.02509, -4.81258)
C (-2.13539, 1.06851, -4.79404)
O (-1.46814, 1.10273, -3.54901)
C (-1.03821, 2.44360, -3.19496)
H (-3.30174, -3.07884, -3.61925)
H (-3.29485, -2.75408, -5.31711)
H (-4.54592, -2.02428, -4.25576)
H (-4.12813, 0.31794, -4.35246)
H (-3.40776, -0.22099, -5.86572)
H (-2.58334, 2.00605, -5.14037)
H (-1.38064, 0.89056, -5.57022)
H (-0.37636, 2.79370, -3.99241)
H (-0.44067, 2.43583, -2.29392)
H (-1.92842, 3.06849, -3.17050)
C (0.72530, -1.47792, -3.79499)
O (-0.39326, -1.72415, -2.93392)
C (-0.33107, -3.06790, -2.43146)
C (-1.05510, -3.24417, -1.11920)
O (-2.26039, -2.47567, -1.07869)
C (-3.06113, -2.86493, 0.04536)
H (0.71225, -2.21779, -4.59506)
H (1.62894, -1.56820, -3.19026)
H (0.68610, -0.46382, -4.18142)
H (0.70188, -3.40387, -2.33598)
H (-0.78154, -3.72117, -3.19136)
H (-0.38983, -2.82929, -0.35145)
H (-1.17004, -4.29743, -0.86335)
H (-3.66508, -3.72217, -0.26489)
H (-3.76252, -2.06452, 0.27067)
H (-2.49716, -3.13463, 0.93669)
C (-0.90004, -5.66240, 1.96929)
O (-0.16920, -4.49346, 1.64739)
C (1.01376, -4.35860, 2.42311)
C (1.65782, -3.01515, 2.16396)
O (2.01651, -2.90243, 0.81027)
C (2.41694, -1.60196, 0.44708)
H (-1.86072, -5.51720, 1.47108)
H (-1.07489, -5.79874, 3.04158)
H (-0.38994, -6.55537, 1.59160)
H (1.69505, -5.19518, 2.23313)
H (0.73514, -4.41092, 3.48270)
H (2.56012, -2.97480, 2.78765)
H (0.98806, -2.22338, 2.51572)
H (3.19051, -1.26762, 1.15455)
H (1.66355, -0.81470, 0.54513)
H (2.87023, -1.58489, -0.54029)